Formula: C5H10NO
Source: the Open Molecules 2025 dataset
Level of theory: wB97M-V/def2-TZVPD

As for the spin multiplicity: 3. The frontier orbital gap (alpha / beta) comes out at 7.94 / 7.19 eV. The total energy is -8870.70691 eV. The lowest unoccupied orbital energy (alpha / beta) comes out at -0.106 / -0.261 hartree. The value obtained for the energy above the lowest of the compared OMol25 structures with the same formula, charge and spin is 80.8 kcal per mole. As for the charge: +1.

Last column: Mulliken spin population.
Positions of all 17 atoms, in Å:
C1 2.48 0.45 -0.46  0.00
C2 1.61 -0.34 0.42  0.05
C3 -2.09 -0.12 -1.05  0.03
C4 -1.45 0.39 0.13  0.87
C5 -1.27 1.23 1.14  0.90
N1 -1.96 -1.07 0.14  -0.01
O1 0.60 -0.80 -0.05  0.01
H1 3.48 0.49 -0.10  0.00
H2 2.27 0.05 -1.44  0.00
H3 1.79 -0.61 1.46  0.01
H4 -3.11 0.17 -1.24  0.03
H5 -1.51 -0.30 -2.02  0.04
H6 -0.93 2.21 1.23  0.02
H7 2.03 1.42 -0.33  0.00
H8 -1.34 0.75 2.11  0.03
H9 -2.67 -1.26 0.81  0.01
H10 -1.07 -1.57 0.11  0.01